1.
The following is a quantum chemistry calculation of an isolated molecule of C3H4N2O, from the Open Molecules 2025 dataset.

Summary:
Gap between HOMO and LUMO   8.68 eV
E_HOMO   -9.079 eV
Spin multiplicity   1
Total energy   -8200.12351 eV
Relative energy (zero: lowest compared OMol25 entry of this formula, charge and spin)   86.75 kcal/mol

Element x y z (Å)
O  2.233  -0.287  -0.095
C  0.920  0.002  -0.062
N  0.094  -1.069  -0.032
C  -1.150  -0.660  0.106
C  -1.616  0.598  0.327
N  0.457  1.213  -0.053
H  2.281  -1.259  -0.097
H  -1.949  -1.409  0.141
H  -2.490  0.946  -0.256
H  1.213  1.913  0.022



2.
The following is a quantum chemistry calculation of an isolated molecule of C3H6O, from the Open Molecules 2025 dataset.

Summary:
Gap between HOMO and LUMO   10.76 eV
E_HOMO   -9.622 eV
Spin multiplicity   1
Total energy   -5252.70016 eV
Relative energy (zero: lowest compared OMol25 entry of this formula, charge and spin)   69.05 kcal/mol

Element x y z (Å)
C  -0.413  -0.498  -0.239
C  0.700  -0.428  0.591
O  0.764  0.999  0.409
C  -0.257  1.050  -0.555
H  -0.401  -1.419  -0.905
H  -1.398  -0.696  0.472
H  0.561  -0.727  1.676
H  1.554  -0.821  0.244
H  -0.027  1.049  -1.582
H  -1.083  1.490  -0.112



3.
The following is a quantum chemistry calculation of C8H9NO as an isolated structure, from the Open Molecules 2025 dataset.

Summary:
Gap between HOMO and LUMO   9.11 eV
E_HOMO   -8.143 eV
Spin multiplicity   1
Total energy   -11975.32835 eV
Relative energy (zero: lowest compared OMol25 entry of this formula, charge and spin)   104.25 kcal/mol

Element x y z (Å)
C  1.822  0.829  1.714
C  2.625  1.120  0.592
C  0.472  0.500  1.630
C  2.107  1.119  -0.696
C  0.053  0.257  0.368
C  0.801  0.608  -0.744
C  -1.259  -0.043  -1.017
C  -2.661  -1.794  -0.269
N  -0.113  0.358  -1.840
O  -1.613  -1.392  -1.156
H  2.056  0.832  2.741
H  3.566  1.365  0.841
H  -0.048  0.371  2.494
H  2.800  1.457  -1.410
H  -2.036  0.807  -0.887
H  -2.934  -2.792  -0.572
H  -3.624  -1.138  -0.075
H  -2.348  -2.174  0.745
H  0.334  -0.288  -2.458



4.
The following is a quantum chemistry calculation of H4O2Rb as an isolated structure, from the Open Molecules 2025 dataset.

Summary:
Gap between HOMO and LUMO   12.47 eV
E_HOMO   -16.238 eV
Total charge   +1
Spin multiplicity   1
Total energy   -4810.28533 eV
Relative energy (zero: lowest compared OMol25 entry of this formula, charge and spin)   6.88 kcal/mol

Element x y z (Å)
Rb  -0.090  1.267  0.303
O  1.958  0.002  1.629
H  1.848  -0.536  2.384
H  2.488  -0.573  1.104
O  -2.048  0.247  -1.561
H  -1.863  0.188  -2.529
H  -2.293  -0.596  -1.330



5.
The following is a quantum chemistry calculation of an isolated molecule of C6H12O, from the Open Molecules 2025 dataset.

Summary:
Gap between HOMO and LUMO   9.41 eV
E_HOMO   -8.281 eV
Spin multiplicity   1
Total energy   -8461.32648 eV
Relative energy (zero: lowest compared OMol25 entry of this formula, charge and spin)   69.81 kcal/mol

Element x y z (Å)
C  0.082  1.915  -1.861
C  0.477  0.956  -0.749
C  0.873  1.690  0.545
C  -0.722  0.168  -0.306
O  -0.444  -1.101  -0.467
C  -1.169  -1.948  0.441
C  -0.122  -2.419  1.434
H  0.918  2.570  -2.125
H  -0.217  1.355  -2.753
H  -0.768  2.527  -1.541
H  1.299  0.299  -1.070
H  0.019  2.264  0.923
H  1.712  2.370  0.372
H  1.164  0.984  1.334
H  -1.928  -1.312  0.901
H  -1.634  -2.763  -0.115
H  0.526  -1.569  1.670
H  0.506  -3.206  1.008
H  -0.571  -2.779  2.361



6.
The following is a quantum chemistry calculation of an isolated molecule of C4H5FN2O, from the Open Molecules 2025 dataset.

Summary:
Gap between HOMO and LUMO   9.58 eV
E_HOMO   -8.802 eV
Spin multiplicity   1
Total energy   -11971.32182 eV
Relative energy (zero: lowest compared OMol25 entry of this formula, charge and spin)   62.75 kcal/mol

Element x y z (Å)
C  0.178  -0.629  1.192
N  -0.497  -0.638  -0.140
N  -0.229  0.480  -1.094
C  -1.240  0.378  -2.091
C  -2.162  -0.535  -1.776
F  -3.278  -0.850  -2.419
C  -1.689  -1.153  -0.176
O  -2.234  -1.883  0.536
H  1.106  -0.034  1.210
H  -0.461  -0.259  1.927
H  0.547  -1.607  1.329
H  0.668  0.517  -1.595
H  -1.190  0.740  -3.085



7.
The following is a quantum chemistry calculation of C7H14BN2O2Tc as an isolated structure, from the Open Molecules 2025 dataset.

Summary:
Gap between HOMO and LUMO (spin up / spin down)   6.78 / 6.31 eV
<S²>   3.783
E_HOMO (spin up / spin down)   -11.344 / -11.359 eV
Total charge   +1
Spin multiplicity   4
Total energy   -17429.18860 eV
Relative energy (zero: lowest compared OMol25 entry of this formula, charge and spin)   8.63 kcal/mol

Element x y z (Å)
C  -2.263  0.231  -1.481
Tc  -0.470  0.155  -0.488
N  1.376  -0.143  0.791
N  0.843  -0.733  -2.009
H  1.436  -0.989  1.375
H  0.251  1.628  -0.182
H  -2.942  0.912  -0.905
H  -2.511  -0.822  -1.509
H  -2.221  0.814  -2.424
H  1.292  -1.646  -1.804
H  1.602  -0.084  -2.173
H  0.367  -0.856  -2.893
H  2.254  -0.108  0.270
H  1.423  0.628  1.451
O  -0.890  -1.476  2.174
B  -1.272  -0.327  1.340
O  -2.131  0.519  2.146
C  -2.165  -0.041  3.380
C  -2.627  0.503  4.564
C  -2.381  -0.161  5.760
C  -1.709  -1.385  5.762
C  -1.262  -1.953  4.568
C  -1.449  -1.265  3.391
H  -3.173  1.455  4.540
H  -2.745  0.270  6.710
H  -1.548  -1.902  6.717
H  -0.772  -2.934  4.559



8.
The following is a quantum chemistry calculation of C24H14F2N5PdS2 as an isolated structure, from the Open Molecules 2025 dataset.

Summary:
Gap between HOMO and LUMO (spin up / spin down)   4.38 / 5.00 eV
<S²>   6.063
E_HOMO (spin up / spin down)   -8.543 / -11.973 eV
Total charge   +1
Spin multiplicity   5
Total energy   -63138.65713 eV

Element x y z (Å)
Pd  -0.040  1.456  -1.389
C  2.323  4.979  -0.236
C  3.279  4.405  0.598
C  3.060  3.102  0.948
C  2.065  2.358  0.309
N  1.163  2.928  -0.549
C  1.255  4.298  -0.753
C  1.970  0.886  0.473
C  2.609  0.077  1.407
C  2.375  -1.304  1.407
C  1.447  -1.862  0.501
C  0.901  -1.000  -0.446
N  1.133  0.282  -0.363
C  -0.209  -1.403  -1.334
C  -0.682  -2.757  -1.431
C  -1.759  -3.022  -2.297
C  -2.447  -1.942  -2.856
C  -2.009  -0.638  -2.645
N  -0.830  -0.359  -1.966
H  2.397  6.011  -0.500
H  4.091  5.008  0.991
H  3.734  2.605  1.715
H  0.466  4.847  -1.313
H  3.206  0.523  2.170
H  2.870  -1.928  2.159
H  1.171  -2.899  0.557
H  -0.266  -3.609  -0.850
H  -2.017  -4.080  -2.489
H  -3.395  -2.165  -3.353
H  -2.437  0.233  -3.103
S  0.104  0.530  3.861
C  -0.742  -0.518  2.835
C  -0.688  -1.922  3.160
C  -1.295  -2.859  2.316
C  -0.794  -4.195  2.179
N  -0.523  -5.313  2.054
C  -2.343  -2.430  1.450
C  -2.493  -1.098  1.195
C  -1.551  -0.161  1.629
S  -1.402  1.405  0.897
C  -3.164  -3.412  0.757
N  -3.729  -4.211  0.176
H  0.091  -2.216  3.853
H  -3.391  -0.761  0.630
F  -1.221  2.101  -3.895
C  -0.867  2.843  -2.726
F  0.252  3.588  -3.188
H  -1.668  3.597  -2.545



9.
The following is a quantum chemistry calculation of C29H50F6HgN4O15S6 as an isolated structure, from the Open Molecules 2025 dataset.

Summary:
Gap between HOMO and LUMO   6.94 eV
E_HOMO   -9.874 eV
Spin multiplicity   1
Total energy   -153043.54624 eV

Element x y z (Å)
Hg  3.152  1.052  -2.279
C  3.028  4.813  0.435
F  2.728  6.046  0.789
F  4.291  4.531  0.802
F  2.273  3.924  1.115
S  2.804  4.540  -1.422
O  3.649  5.573  -1.996
O  3.197  3.137  -1.640
O  1.386  4.771  -1.596
C  -0.631  1.087  0.671
F  0.208  1.849  1.348
F  -1.438  0.407  1.452
F  -1.367  1.897  -0.094
S  0.339  -0.077  -0.436
O  -0.657  -0.709  -1.290
O  1.247  0.799  -1.174
O  1.093  -0.944  0.450
C  -0.216  1.324  4.581
C  -1.296  2.194  5.180
O  -2.065  2.790  4.460
C  -1.279  2.415  6.683
H  -0.730  0.485  4.107
H  0.507  1.020  5.336
H  0.315  1.869  3.802
H  -1.630  3.429  6.872
H  -0.239  2.401  7.013
H  -1.877  1.693  7.236
C  -4.949  3.049  3.332
C  -4.440  1.720  2.957
N  -4.045  0.687  2.651
H  -4.213  3.772  2.992
H  -4.963  3.055  4.419
H  -5.887  3.274  2.836
C  -0.533  -3.123  2.080
C  -0.358  -4.447  1.451
N  -0.173  -5.444  0.913
H  -0.880  -3.247  3.103
H  -1.283  -2.619  1.472
H  0.399  -2.568  2.010
C  -2.159  4.524  1.328
C  -3.233  4.076  0.440
N  -4.058  3.714  -0.271
H  -2.290  5.577  1.571
H  -1.240  4.452  0.744
H  -2.179  3.891  2.214
C  -0.941  -2.403  -3.876
C  -1.214  -3.810  -4.148
N  -1.460  -4.918  -4.313
H  -0.315  -2.402  -2.992
H  -1.860  -1.824  -3.819
H  -0.425  -1.938  -4.720
C  -2.131  2.945  -3.545
C  -1.969  1.449  -3.825
C  -0.612  1.254  -4.554
S  0.389  2.780  -4.273
O  0.540  3.521  -5.508
O  1.558  2.380  -3.520
C  -0.814  3.602  -3.146
H  -2.855  3.044  -2.731
H  -2.606  3.512  -4.349
H  -2.836  1.038  -4.338
H  -1.916  0.914  -2.874
H  -0.814  1.199  -5.625
H  -0.087  0.341  -4.286
H  -0.818  4.680  -3.237
H  -0.535  3.163  -2.188
C  -4.228  -1.776  -0.462
C  -3.359  -2.825  -1.171
C  -3.992  -4.170  -0.726
S  -4.429  -4.008  1.043
O  -3.348  -4.367  1.941
O  -5.792  -4.490  1.230
C  -4.402  -2.154  0.996
H  -5.195  -1.661  -0.949
H  -3.648  -0.860  -0.607
H  -2.351  -2.830  -0.755
H  -3.390  -2.741  -2.254
H  -3.368  -5.050  -0.885
H  -4.941  -4.379  -1.220
H  -3.616  -1.832  1.673
H  -5.361  -1.801  1.370
C  4.089  -1.514  2.430
C  3.620  -0.442  3.425
C  3.350  0.794  2.594
S  4.680  0.880  1.320
O  5.741  1.761  1.763
O  4.027  1.073  0.031
C  5.202  -0.903  1.600
H  3.249  -1.657  1.743
H  4.341  -2.475  2.871
H  4.434  -0.270  4.141
H  2.829  -0.835  4.062
H  3.291  1.724  3.155
H  2.414  0.635  2.062
H  6.042  -0.811  2.293
H  5.508  -1.308  0.642
C  2.403  -3.964  -3.349
C  3.905  -4.352  -3.387
C  4.676  -3.269  -2.657
S  3.578  -2.607  -1.354
O  3.438  -1.186  -1.611
O  3.915  -3.078  -0.033
C  2.124  -3.498  -1.931
H  1.764  -4.786  -3.676
H  2.162  -3.251  -4.145
H  4.196  -4.372  -4.437
H  4.060  -5.361  -3.005
H  4.693  -2.422  -3.348
H  5.694  -3.413  -2.306
H  1.266  -2.930  -1.572
H  2.138  -4.408  -1.325



10.
The following is a quantum chemistry calculation of C29H22Cl5N3O3PtSSe as an isolated structure, from the Open Molecules 2025 dataset.

Summary:
Gap between HOMO and LUMO (spin up / spin down)   4.40 / 4.41 eV
E_HOMO (spin up / spin down)   -7.789 / -7.787 eV
Spin multiplicity   1
Total energy   -183079.61389 eV
Relative energy (zero: lowest compared OMol25 entry of this formula, charge and spin)   92.20 kcal/mol

Element x y z (Å)
Pt  -0.409  -1.693  -0.817
C  -3.762  1.938  2.367
C  -3.447  1.367  0.981
C  -2.161  1.915  0.422
C  -2.182  3.208  -0.072
C  -1.072  3.786  -0.663
C  0.095  3.052  -0.777
C  0.174  1.762  -0.290
C  1.497  1.056  -0.352
C  2.404  1.592  0.755
C  -0.952  1.182  0.336
N  -0.889  -0.128  0.730
C  -1.508  -0.604  1.780
C  -1.890  -1.943  1.833
C  -2.666  -2.680  2.763
C  -2.926  -3.893  2.167
C  -2.290  -3.874  0.908
N  -1.679  -2.720  0.720
H  -4.677  1.493  2.748
H  -3.901  3.014  2.313
H  -2.960  1.747  3.078
H  -4.257  1.631  0.294
H  -3.416  0.277  1.034
H  -3.102  3.767  0.001
H  -1.116  4.797  -1.042
H  0.961  3.496  -1.245
H  1.966  1.255  -1.319
H  1.384  -0.033  -0.241
H  2.482  2.673  0.671
H  3.398  1.160  0.682
H  1.997  1.356  1.735
H  -1.743  0.049  2.616
H  -2.975  -2.329  3.729
H  -3.496  -4.711  2.564
H  -2.272  -4.652  0.169
Cl  1.223  1.533  -7.419
C  0.530  1.110  -5.911
C  1.126  0.121  -5.123
Cl  2.530  -0.682  -5.700
C  0.587  -0.196  -3.891
Cl  1.297  -1.407  -2.913
C  -0.560  0.460  -3.363
O  -1.043  0.188  -2.226
C  -1.150  1.443  -4.213
Cl  -2.569  2.203  -3.642
C  -0.624  1.752  -5.455
Cl  -1.383  2.934  -6.440
O  6.028  -0.435  3.620
C  4.689  -0.383  3.749
O  4.190  0.189  4.680
C  3.889  -1.087  2.709
C  4.396  -1.443  1.457
C  3.603  -2.112  0.549
C  2.286  -2.449  0.875
S  1.320  -3.403  -0.222
C  1.773  -2.076  2.121
C  2.562  -1.396  3.018
H  6.307  -0.969  2.864
H  5.399  -1.157  1.157
H  3.994  -2.376  -0.422
H  0.756  -2.341  2.360
H  2.174  -1.089  3.978
Se  -3.711  -0.621  -2.283
C  -2.546  -1.914  -2.243
N  -1.679  -2.709  -2.250



11.
The following is a quantum chemistry calculation of a 2-piece molecular cluster, C21H23FN2O overall, from the Open Molecules 2025 dataset.

Summary:
Gap between HOMO and LUMO   7.96 eV
E_HOMO   -8.341 eV
Spin multiplicity   1
Total energy   -29876.68932 eV

Element x y z (Å)
O  -1.385  -4.011  -0.555
C  -1.191  -2.880  -0.221
N  -0.016  -2.219  0.123
H  -0.064  -1.383  0.431
C  1.135  -3.123  -0.188
C  1.771  -2.448  -1.205
C  1.903  -0.969  -0.929
N  1.840  -0.437  0.180
C  2.595  -1.311  1.055
C  2.018  -2.767  1.197
H  2.683  -3.297  1.284
H  1.243  -2.706  1.989
H  3.705  -1.609  0.667
H  2.712  -0.820  2.190
C  2.065  0.950  0.403
C  3.396  1.427  0.338
C  3.805  1.782  -1.002
C  5.021  2.284  -1.290
C  6.167  2.358  -0.487
C  5.740  1.826  0.963
C  4.434  1.381  1.069
H  4.141  1.123  2.310
H  6.541  1.833  1.649
H  7.006  2.606  -0.495
H  5.276  2.883  -2.602
H  3.071  2.049  -1.807
H  1.853  0.978  1.580
H  1.385  1.664  -0.119
H  2.887  -0.574  -1.400
H  1.246  -0.353  -1.582
H  2.810  -2.733  -1.394
H  1.226  -2.606  -2.286
H  0.941  -3.971  -0.168
C  -2.567  -2.138  -0.075
C  -2.585  -0.744  -0.134
C  -3.672  0.394  -0.004
C  -3.487  1.580  -0.255
C  -4.597  2.444  0.277
C  -5.908  2.001  0.161
C  -6.204  0.714  0.279
C  -4.940  -0.362  0.253
H  -5.342  -1.274  0.360
H  -7.188  0.155  0.316
H  -6.760  2.511  0.241
F  -4.485  3.818  -0.102
H  -2.366  1.923  -0.199
H  -1.537  -0.259  -0.260
H  -3.326  -2.722  0.099



12.
The following is a quantum chemistry calculation of an isolated ion of composition C23H36ClFN4O6P and charge +1, from the Open Molecules 2025 dataset.

Summary:
Gap between HOMO and LUMO   8.78 eV
E_HOMO   -11.860 eV
Total charge   +1
Spin multiplicity   1
Total energy   -67203.18063 eV

Element x y z (Å)
C  2.231  -1.779  2.460
C  0.935  -1.933  2.290
N  0.221  -1.509  1.062
C  -0.830  -0.728  1.583
N  -0.616  0.513  1.908
C  -1.679  1.391  2.405
C  -1.627  1.582  3.941
C  -1.343  0.304  4.700
O  -2.510  -0.502  4.794
C  0.715  1.145  1.797
C  1.184  1.323  0.342
C  0.467  2.533  -0.297
C  1.204  3.193  -1.491
C  2.314  2.349  -2.109
O  2.470  2.772  -3.482
C  3.463  1.981  -4.050
C  3.091  0.908  -5.055
O  4.622  2.161  -3.746
N  -2.123  -1.214  1.720
C  -2.333  -2.633  1.499
F  -3.273  -2.855  0.554
Cl  -3.041  -3.328  3.010
O  -1.221  -3.354  1.242
C  -0.296  -2.683  0.353
C  -0.801  -2.428  -1.083
C  -1.178  -1.010  -1.480
C  -0.247  -0.300  -2.224
C  -0.523  0.963  -2.659
C  -1.724  1.595  -2.410
C  -2.034  2.976  -2.932
C  -2.644  0.899  -1.655
C  -2.365  -0.373  -1.219
P  1.072  -3.968  0.131
N  2.402  -3.288  -0.251
O  0.640  -4.999  -1.043
O  1.133  -4.870  1.451
H  2.671  -2.008  3.427
H  2.909  -1.437  1.685
H  0.331  -2.357  3.092
H  -2.669  1.128  2.032
H  -1.456  2.374  1.980
H  -2.499  2.121  4.314
H  -0.772  2.245  4.128
H  -0.471  -0.248  4.322
H  -1.067  0.598  5.723
H  -2.536  -0.963  5.637
H  1.463  0.610  2.385
H  0.664  2.140  2.242
H  2.261  1.529  0.396
H  1.076  0.392  -0.214
H  -0.560  2.228  -0.533
H  0.369  3.304  0.480
H  0.457  3.369  -2.275
H  1.543  4.186  -1.190
H  3.246  2.575  -1.580
H  2.100  1.274  -2.111
H  3.980  0.286  -5.166
H  2.883  1.342  -6.036
H  2.274  0.259  -4.728
H  -2.533  -0.997  2.633
H  -1.651  -3.089  -1.285
H  -0.029  -2.744  -1.790
H  0.713  -0.734  -2.493
H  0.215  1.524  -3.231
H  -1.501  3.127  -3.874
H  -3.096  3.019  -3.196
H  -1.847  3.775  -2.211
H  -3.609  1.345  -1.438
H  -3.149  -0.877  -0.661
H  2.733  -3.592  -1.161
H  -0.246  -5.350  -0.850
H  2.050  -5.189  1.489



- Which of these has the highest total energy?
  H4O2Rb